{
  "formula": "C48H90F18O24",
  "method": "ωB97M-V/def2-TZVPD",
  "charge": -1,
  "e_lumo_ev": [1.82, 1.82],
  "homo_ev": [-0.297, -5.820],
  "e_tot_ev": -149278.7025,
  "s_squared": 0.753,
  "multiplicity": 2,
  "gap_ev": [2.121, 7.636],
  "symbols": ["C", "O", "C", "C", "O", "C", "H", "H", "H", "H", "H", "H", "H", "H", "H", "H", "C", "O", "C", "C", "O", "C", "H", "H", "H", "H", "H", "H", "H", "H", "H", "H", "C", "O", "C", "C", "O", "C", "H", "H", "H", "H", "H", "H", "H", "H", "H", "H", "C", "O", "C", "C", "O", "C", "H", "H", "H", "H", "H", "H", "H", "H", "H", "H", "C", "O", "C", "C", "O", "C", "H", "H", "H", "H", "H", "H", "H", "H", "H", "H", "C", "O", "C", "C", "O", "C", "H", "H", "H", "H", "H", "H", "H", "H", "H", "H", "C", "C", "O", "C", "O", "C", "F", "F", "F", "H", "H", "H", "H", "H", "C", "C", "O", "C", "O", "C", "F", "F", "F", "H", "H", "H", "H", "H", "C", "C", "O", "C", "O", "C", "F", "F", "F", "H", "H", "H", "H", "H", "C", "C", "O", "C", "O", "C", "F", "F", "F", "H", "H", "H", "H", "H", "C", "C", "O", "C", "O", "C", "F", "F", "F", "H", "H", "H", "H", "H", "C", "C", "O", "C", "O", "C", "F", "F", "F", "H", "H", "H", "H", "H"],
  "coordinates": [[5.7110, -0.4697, -4.3285], [5.1219, -0.7880, -3.0240], [4.8740, -2.1224, -2.5986], [6.2303, -2.7931, -2.1064], [7.1773, -2.6918, -3.1328], [8.5456, -2.9655, -2.7864], [5.2599, 0.4647, -4.6625], [5.4470, -1.1847, -5.1077], [6.7819, -0.2673, -4.3480], [4.4177, -2.7059, -3.3982], [4.2145, -2.1168, -1.7308], [6.1389, -3.8528, -1.8679], [6.5660, -2.3158, -1.1858], [8.9526, -2.2381, -2.0840], [9.2022, -2.9609, -3.6565], [8.6552, -3.9414, -2.3136], [-2.3510, -0.2794, -4.9580], [-1.2180, -0.7618, -5.5915], [-0.7340, 0.2225, -6.5762], [0.6750, -0.2574, -7.1697], [1.7370, -0.6222, -6.2506], [1.4195, -1.0745, -4.9627], [-2.7950, -1.0915, -4.3822], [-3.0552, 0.2046, -5.6346], [-2.1339, 0.6091, -4.3651], [-0.6053, 1.2039, -6.1197], [-1.3479, 0.4008, -7.4590], [1.0469, 0.5622, -7.7846], [0.4423, -1.1283, -7.7825], [2.3793, -1.2717, -4.4852], [0.7427, -1.9288, -4.9475], [0.8672, -0.2619, -4.4908], [-0.8850, 5.5026, -2.5055], [-0.0777, 6.3823, -1.7245], [-0.7502, 6.8823, -0.5791], [-0.1244, 8.1423, -0.0254], [-0.3443, 9.2637, -0.9527], [0.4345, 9.3371, -2.0654], [-0.3729, 5.0927, -3.3761], [-1.7790, 6.0027, -2.8780], [-1.2578, 4.7296, -1.8334], [-0.7907, 6.1403, 0.2184], [-1.7668, 7.1085, -0.9008], [0.9480, 8.0875, 0.1618], [-0.7112, 8.3930, 0.8583], [0.2025, 8.5901, -2.8245], [1.4840, 9.3740, -1.7734], [0.1824, 10.2583, -2.5907], [7.7058, -1.0820, 3.0404], [6.8326, -0.9695, 1.9384], [5.7676, -0.0298, 2.1324], [5.0132, -0.0128, 0.8006], [4.0635, 1.0684, 0.6985], [3.0229, 0.8983, -0.2000], [7.7384, -2.1320, 3.3311], [7.3909, -0.4169, 3.8445], [8.6954, -0.7242, 2.7560], [6.2429, 0.9358, 2.3053], [5.1083, -0.3401, 2.9431], [4.5980, -0.9839, 0.5312], [5.6941, 0.0785, -0.0456], [3.4482, 0.4123, -1.0781], [2.6284, 1.8778, -0.4701], [2.3438, 0.1518, 0.2120], [-4.3739, 0.9087, 4.5433], [-3.4155, -0.1044, 4.5851], [-3.0137, -0.6354, 3.3145], [-1.5169, -0.9476, 3.2833], [-0.6119, 0.2022, 3.5211], [-0.4457, 0.6990, 4.8382], [-5.1309, 0.6295, 3.8105], [-3.9819, 1.7914, 4.0379], [-4.8515, 1.1307, 5.4975], [-3.0884, -0.0265, 2.4135], [-3.4888, -1.5974, 3.1224], [-1.2815, -1.2966, 2.2778], [-1.2914, -1.7532, 3.9820], [0.4508, 1.3026, 4.9799], [-0.6703, -0.0903, 5.5557], [-1.3382, 1.2531, 5.1288], [2.6655, 5.8032, 1.2832], [1.6362, 5.7304, 2.2343], [1.8562, 4.5806, 3.1976], [0.8852, 4.8792, 4.2892], [-0.5189, 5.0661, 3.8912], [-1.1837, 3.8774, 3.5386], [2.4619, 6.4755, 0.4497], [2.8797, 4.8618, 0.7772], [3.5259, 6.1387, 1.8623], [2.8706, 4.5259, 3.5928], [1.5912, 3.6356, 2.7235], [1.1680, 5.8402, 4.7190], [1.0051, 4.1696, 5.1078], [-0.6116, 2.9711, 3.3399], [-1.8198, 4.0200, 2.6650], [-1.8641, 3.5966, 4.3426], [1.9518, -2.9690, 4.2673], [2.4290, -3.0931, 2.7405], [3.7296, -3.6237, 2.7128], [4.2652, -3.9892, 1.6554], [3.6510, -4.0147, 0.5749], [5.6518, -4.5581, 1.8433], [5.5608, -5.8815, 1.8381], [6.5073, -4.1298, 0.8448], [6.2312, -4.1824, 3.0303], [2.1420, -1.9498, 4.6039], [2.4110, -3.6102, 5.0198], [0.8866, -3.1991, 4.2903], [2.4250, -2.1081, 2.2737], [1.7347, -3.6135, 2.0807], [-4.9027, 3.9291, 1.4598], [-4.9992, 5.3619, 2.0745], [-5.3237, 6.1914, 0.9708], [-6.5854, 6.7170, 0.8292], [-7.5605, 6.5146, 1.5611], [-6.7577, 7.6195, -0.3723], [-7.0083, 8.9172, 0.1100], [-5.6604, 7.5595, -1.1472], [-7.8454, 7.3314, -1.1789], [-5.5672, 3.7699, 0.6106], [-5.1621, 3.1974, 2.2249], [-3.9101, 3.8636, 1.0142], [-4.1343, 5.8197, 2.5544], [-5.8446, 5.4299, 2.7591], [0.3577, -8.8355, 0.5855], [0.9279, -7.4640, 0.3401], [2.0684, -7.5700, -0.5112], [2.3182, -6.6035, -1.3491], [1.4652, -5.7671, -1.6841], [3.8407, -6.5607, -1.8055], [4.0808, -5.3630, -2.2924], [4.7298, -6.7253, -0.8714], [3.9621, -7.4157, -2.8261], [-0.5461, -8.8362, 1.1948], [1.1639, -9.1804, 1.2330], [0.3529, -9.4634, -0.3054], [1.2882, -6.9746, 1.2450], [0.1365, -6.8275, -0.0556], [0.3386, -2.6581, -0.7327], [0.3956, -1.4427, -1.5595], [-0.0479, -0.2712, -0.9511], [-1.3148, 0.1721, -0.8112], [-2.3097, -0.3581, -1.3281], [-1.4670, 1.4821, 0.0108], [-2.6404, 1.5457, 0.7612], [-0.4092, 1.6147, 0.8467], [-1.3875, 2.5193, -0.7317], [0.5511, -2.5736, 0.3330], [0.9041, -3.4679, -1.1936], [-0.6911, -2.9996, -0.6271], [-0.2520, -1.5860, -2.4244], [1.4694, -1.3563, -1.7256], [-3.7559, -3.9097, -1.8514], [-3.6310, -5.1412, -0.9289], [-2.8964, -4.8841, 0.2521], [-2.4159, -5.8592, 0.9991], [-2.3712, -7.0426, 0.7179], [-1.6654, -5.4080, 2.2587], [-0.5912, -4.6308, 1.9693], [-2.5099, -4.6670, 2.9574], [-1.2806, -6.3820, 3.0490], [-2.8485, -3.5053, -2.3001], [-4.3376, -3.1039, -1.4038], [-4.3611, -4.2826, -2.6777], [-3.2850, -5.9663, -1.5515], [-4.6601, -5.4633, -0.7698], [-5.5402, -0.8125, 0.2944], [-6.9536, -1.1441, 0.7368], [-7.8661, -0.8968, -0.3206], [-8.1999, 0.3403, -0.8970], [-7.6859, 1.4075, -0.6457], [-9.3356, 0.2595, -1.9549], [-9.1563, 1.0709, -2.9400], [-9.5410, -1.0291, -2.3722], [-10.5043, 0.6918, -1.4684], [-4.9757, -1.4151, 1.0060], [-5.1942, 0.2201, 0.2503], [-5.3648, -1.2927, -0.6682], [-7.2471, -0.5437, 1.5978], [-6.9748, -2.1759, 1.0876]],
  "forces_ev_per_a": [[-1.0, -0.1, 0.5], [0.3, 0.7, -0.5], [2.4, -0.5, -0.2], [-0.8, 0.0, -0.2], [1.5, 0.3, -0.9], [-0.8, 0.0, 0.4], [-0.3, 0.1, 0.3], [0.1, -0.4, 0.2], [0.1, -0.6, 0.6], [0.0, -0.1, -0.1], [-0.2, 0.3, -0.1], [-0.6, -0.2, 0.1], [0.1, 0.4, 0.1], [-0.2, 0.3, 0.2], [-0.5, 0.1, -0.3], [-0.2, -0.3, 0.1], [-0.7, 0.9, 0.3], [0.7, 1.2, -2.5], [2.3, -1.2, 0.7], [-1.1, -0.4, 1.7], [-0.4, 0.7, -1.7], [-0.5, 0.6, 0.1], [-0.1, 0.3, 0.0], [-0.5, -0.7, -0.6], [0.5, -0.2, 0.9], [0.0, 0.0, 0.5], [-0.6, -0.5, 0.1], [0.1, -0.1, 0.0], [0.1, -0.1, -0.2], [-0.2, 0.0, 0.2], [0.3, -0.3, -0.1], [0.2, -0.1, 0.7], [-0.5, 0.3, 1.0], [0.5, -0.1, -0.5], [0.0, -0.2, -0.5], [-0.6, 1.0, -1.9], [-1.5, -0.7, 2.4], [0.5, 0.4, -1.4], [0.4, 0.1, 0.4], [-0.1, 0.4, -0.1], [0.1, -0.5, -0.3], [0.0, -0.3, 0.1], [-0.3, 0.2, 0.3], [0.0, -0.3, 0.2], [0.4, 0.1, 0.1], [0.4, -0.6, 0.2], [0.4, -0.2, -0.4], [0.1, 0.4, 0.3], [0.0, 0.3, -0.2], [-0.7, 0.0, -0.1], [0.4, -0.4, -1.3], [-0.3, 0.6, -1.1], [1.6, 0.1, 2.0], [0.7, -1.3, -0.6], [0.1, 0.1, 0.3], [-0.2, -0.3, 0.3], [0.2, -0.2, -0.1], [-0.4, 0.3, 0.3], [0.0, 0.1, 0.2], [-0.8, -0.3, 0.7], [0.6, 0.4, 0.1], [-0.2, 0.2, -0.7], [-0.4, -0.3, 0.2], [-0.8, 0.4, 0.0], [-0.5, 0.1, -1.8], [0.7, -0.4, -0.1], [1.4, -0.1, 0.1], [0.7, 1.0, 1.2], [-0.3, -0.7, -0.9], [-2.5, -0.8, 0.3], [-0.7, -0.3, 0.2], [0.4, 0.6, 0.5], [0.5, -0.2, 0.0], [-1.0, 0.8, 0.5], [-0.4, 0.0, 0.0], [0.1, 0.0, 0.0], [0.2, 0.0, 0.2], [0.1, -0.5, -0.2], [1.3, -0.6, 0.3], [0.1, 1.1, -0.4], [0.6, -0.1, 0.2], [0.0, -2.0, 0.9], [-1.5, 1.6, -1.7], [-1.2, 1.0, 0.6], [2.1, -0.6, 0.1], [-1.0, -0.5, 0.2], [-0.4, 0.4, 0.4], [0.0, -0.4, 0.3], [0.7, 0.1, -0.6], [0.1, 0.3, -0.1], [0.2, 0.0, -0.4], [-0.2, 0.1, -0.1], [-0.3, -0.4, 0.0], [0.6, 0.3, -0.1], [0.1, 0.3, -0.2], [-0.1, 0.0, 0.3], [0.1, 0.1, -1.5], [-1.8, 0.8, 1.4], [0.1, 0.9, 4.1], [-1.8, -0.7, -5.4], [2.1, 0.0, 1.5], [2.2, 0.8, -0.1], [0.3, 0.0, -0.2], [-1.2, -0.8, 1.3], [-0.6, -0.4, -1.1], [-0.2, 0.0, 0.0], [0.4, -0.4, -0.6], [0.0, 0.3, 0.0], [0.4, 0.3, 0.2], [0.2, -0.8, 0.4], [0.6, 1.1, 0.6], [-1.8, -1.1, -0.3], [-1.8, 2.6, -1.6], [-1.3, -2.2, 2.9], [2.7, 0.4, -1.7], [-0.8, 1.6, -1.4], [0.9, -2.0, -1.0], [-0.9, 0.8, 0.4], [1.6, 0.1, 1.5], [-0.4, 0.4, 0.3], [0.6, -0.2, -0.1], [0.1, -0.7, 0.4], [0.2, -0.5, -0.2], [0.1, -0.2, 0.2], [1.8, -0.1, 1.2], [-2.2, 0.9, -0.1], [1.3, -0.7, -0.2], [-2.3, 2.5, 0.0], [2.9, -1.7, 0.2], [-2.5, 1.0, -0.9], [0.0, 1.2, -0.7], [0.6, -1.3, 1.0], [0.6, -0.8, 0.1], [-0.1, 0.3, -0.6], [-0.1, -1.3, 0.2], [-0.4, 0.2, 0.0], [-0.1, -0.2, 0.2], [0.4, 0.2, -0.4], [-1.9, -1.5, 1.4], [0.0, -1.1, -1.0], [-1.1, 3.3, 2.4], [-1.8, -3.1, -2.2], [2.4, 1.5, 1.4], [1.0, -1.3, 2.6], [1.7, -0.4, -1.3], [-0.7, -0.6, 0.4], [-0.8, 1.9, -2.0], [0.9, 0.5, -0.1], [0.1, 0.1, 0.1], [-0.3, -0.3, -0.4], [0.6, -0.1, -0.5], [-0.2, 1.0, -0.8], [-0.3, -0.5, 0.3], [0.1, 0.3, -0.8], [-0.9, 3.0, -2.4], [1.2, -0.3, 4.4], [0.3, -3.9, -2.0], [-2.7, -0.6, -3.8], [1.5, 1.0, 0.5], [-0.6, 2.1, 1.9], [0.9, -0.9, 0.4], [0.2, -0.1, 0.4], [0.2, 0.1, 0.2], [-0.1, 0.1, -0.2], [0.9, -0.1, 0.4], [-0.4, 0.1, 0.9], [0.2, -1.2, 0.3], [1.0, 2.1, 0.3], [-2.7, 1.3, -2.3], [2.3, -0.7, 2.1], [-0.8, -1.5, -0.3], [-1.2, -1.8, 0.9], [1.5, 0.4, -1.9], [0.5, 1.2, 0.0], [-0.4, -0.4, 1.4], [0.8, 0.4, 0.0], [-0.4, -0.1, 0.2], [0.0, 0.1, -0.1], [0.0, 0.2, 0.1], [-0.6, -0.1, -0.8]],
  "mulliken_spin": [0.000, 0.000, 0.000, 0.000, 0.000, 0.000, 0.000, 0.000, 0.000, 0.000, 0.000, 0.000, 0.000, 0.000, 0.000, 0.000, 0.004, -0.002, 0.000, 0.000, 0.000, 0.000, 0.001, -0.001, 0.001, 0.000, 0.000, 0.000, 0.000, 0.000, 0.001, 0.000, 0.000, 0.000, 0.000, 0.000, 0.000, 0.000, 0.000, 0.000, 0.000, 0.000, 0.000, 0.000, 0.000, 0.000, 0.000, 0.000, 0.000, 0.000, 0.000, 0.000, 0.000, 0.001, 0.000, 0.000, 0.000, 0.000, 0.000, 0.000, 0.000, 0.000, 0.000, 0.000, 0.002, -0.006, -0.044, 0.011, 0.004, 0.002, 0.000, 0.004, 0.000, -0.003, 0.051, -0.004, 0.003, 0.000, 0.000, 0.000, 0.000, 0.000, 0.000, 0.000, 0.000, 0.000, 0.000, 0.000, 0.000, 0.000, 0.000, 0.000, 0.000, 0.000, 0.000, 0.000, -0.002, -0.007, 0.004, 0.002, 0.001, -0.003, 0.000, 0.000, 0.000, 0.000, 0.000, 0.005, -0.003, 0.002, -0.001, 0.000, 0.000, 0.000, 0.000, 0.000, 0.000, 0.000, 0.000, -0.001, 0.002, 0.000, 0.000, 0.000, -0.018, 0.053, -0.005, 0.011, -0.007, -0.003, 0.000, 0.000, 0.000, 0.003, -0.004, 0.001, -0.003, -0.019, -0.015, -0.013, 0.023, -0.058, 0.013, 0.018, 0.004, 0.000, 0.002, 0.015, 0.000, 0.018, -0.001, -0.001, -0.001, 0.293, -0.421, 1.296, 0.049, -0.176, 0.012, -0.095, -0.011, 0.028, -0.003, -0.022, 0.055, -0.027, -0.148, 0.132, -0.054, 0.017, -0.002, -0.006, 0.000, -0.004, 0.001, 0.046, -0.005, 0.001, 0.006, 0.000]
}